Formula: C5H7NO
Source: OMol25
Level of theory: ωB97M-V with the def2-TZVPD basis set

Computed properties:
Total charge ... 0
HOMO energy ... -7.1 eV
ΔE to the lowest compared entry with this formula, charge and spin ... 115.6 kcal per mole
Calculated total energy ... -324.540186 hartree
HOMO-LUMO gap ... 7.868 eV
E_LUMO ... 0.74 eV

Positions of all 14 atoms, in Å:
O  -0.2250  -1.6161  1.0199
N  -0.6186  2.6041  -0.2955
C  0.6099  -2.6754  0.3814
C  0.3731  0.2859  -0.3928
C  -1.3032  3.3708  0.2821
C  -0.4380  -0.4304  0.4271
C  0.3230  1.8037  -0.7082
H  -2.3326  3.6480  0.0195
H  -1.1244  0.0498  1.0457
H  0.1163  -3.6671  0.1768
H  1.0387  -0.1734  -1.0096
H  1.0001  2.2171  -1.4257
H  1.2172  -2.4126  -0.5901
H  1.3637  -3.0045  1.0695

Atom charges from the Löwdin analysis, given in e for atoms 1 to 4: number 1, O, carries -0.12; number 2, N, carries -0.09; number 3, C, carries -0.05; number 4, C, carries -0.04

Formula: C7H15ClO6PS3
Source: OMol25
Level of theory: ωB97M-V with the def2-TZVPD basis set

Computed properties:
Total charge ... +1
HOMO energy ... -12.3 eV
Calculated total energy ... -2722.958441 hartree
HOMO-LUMO gap ... 7.136 eV
E_LUMO ... -5.21 eV

Positions of all 33 atoms, in Å:
Cl  -0.5094  -2.0680  -2.6015
S  -0.4931  -4.7550  1.4644
S  -1.5509  -3.6562  -0.1271
S  -4.2407  -2.6264  1.7878
P  -3.7368  -3.6324  0.2521
O  3.0021  5.5813  -1.6752
O  -1.0426  0.0179  -1.1961
O  3.0922  3.9028  -0.1677
O  1.6411  3.9235  -1.9020
O  -0.1273  -5.9423  0.7717
O  0.5037  -3.8418  1.9097
C  -0.9252  -1.1522  -1.1790
C  4.0276  6.2666  -0.9455
C  0.1329  2.8631  -0.3010
C  -1.6392  -5.1462  2.7282
C  -1.1172  -1.9269  0.1154
C  2.6260  4.4224  -1.1490
C  1.1043  2.6774  -1.4463
H  -0.3276  1.9169  -0.0359
H  -4.1360  -3.1116  -0.9818
H  -4.0323  -4.9998  0.2192
H  1.9188  2.0059  -1.1726
H  -1.8921  -1.4397  0.7132
H  -1.1289  -5.9151  3.3147
H  4.8802  5.6151  -0.7729
H  -0.1615  -1.9324  0.6509
H  3.6367  6.6271  0.0038
H  4.3225  7.1068  -1.5653
H  -2.5249  -5.5922  2.2746
H  -0.6503  3.5698  -0.5775
H  -1.8891  -4.2690  3.3230
H  0.6397  3.2562  0.5796
H  0.5971  2.2545  -2.3119

Atom charges from the Löwdin analysis, given in e for atoms 1 to 4: number 1, Cl, carries 0.75; number 2, S, carries 0.50; number 3, S, carries 0.74; number 4, S, carries 0.28

Formula: C12H48F6O12P
Source: OMol25
Level of theory: ωB97M-V with the def2-TZVPD basis set

Computed properties:
Total charge ... -1
HOMO energy ... -6.8 eV
Calculated total energy ... -2329.524816 hartree
HOMO-LUMO gap ... 9.100 eV
E_LUMO ... 2.35 eV

Positions of all 79 atoms, in Å:
P  0.0951  0.2480  0.1156
F  1.0404  0.3824  1.3694
F  1.3600  -0.1008  -0.8677
F  -1.2079  0.5555  1.0147
F  -0.8873  0.1379  -1.1703
F  0.2152  1.8531  -0.1692
F  -0.1128  -1.3593  0.3872
O  -3.1086  -4.1489  0.9520
O  -2.7352  4.1975  2.3248
O  0.5371  6.3959  -2.1551
O  3.6246  -2.7280  3.4932
O  1.4387  -2.7478  -2.2265
O  2.5803  1.9825  -4.4115
O  -1.6297  -0.9420  3.2242
O  -4.2028  1.5131  -0.1629
O  3.4853  1.5312  1.3439
O  -1.7586  1.7436  3.8324
O  -1.3255  -0.9032  -5.6111
O  -1.0442  -5.7263  1.5751
C  -3.1282  -3.2923  -0.2238
C  4.0316  2.0213  0.1059
C  2.8205  -1.9554  2.6346
C  2.1577  1.3500  -3.2322
C  -0.3515  2.0002  3.8884
C  0.1043  -5.0550  1.0586
C  -0.7198  -1.4067  -4.4059
C  -3.7194  1.8202  -1.4793
C  -1.9758  3.6439  1.2043
C  2.8354  -3.1137  -1.9239
C  -0.2622  5.2217  -1.9588
C  -0.7995  -1.9184  3.8497
H  -1.2933  -2.2178  4.7742
H  3.2550  -1.9059  1.6362
H  -1.7962  0.7964  3.6806
H  -1.3790  -2.0711  -3.8471
H  -2.8851  2.5140  -1.3762
H  3.3017  2.2781  -0.6619
H  4.8374  1.4047  -0.2922
H  0.3996  -5.3680  0.0572
H  0.2136  4.5104  -1.2837
H  -3.7338  -4.8701  0.8492
H  1.2353  1.7582  -2.8190
H  -2.2317  4.1641  0.2812
H  1.9427  0.2880  -3.3514
H  0.0881  2.2711  2.9285
H  4.5331  -2.7028  3.1842
H  -0.3189  4.6907  -2.9090
H  2.9305  1.4563  -2.4709
H  -1.2966  5.4137  -1.6738
H  3.2969  -2.2322  -1.4787
H  -2.1950  -2.7772  -0.4518
H  0.1634  1.0837  4.1763
H  -2.2331  2.6027  1.0098
H  2.8605  -4.0276  -1.3304
H  -1.3475  -0.8036  2.3171
H  -3.4084  0.8880  -1.9509
H  3.2260  -3.2468  -2.9327
H  -3.5234  -3.8292  -1.0862
H  -0.1079  -3.9860  1.0778
H  0.9777  -5.2229  1.6887
H  4.5884  2.9358  0.3102
H  1.2086  -2.0556  -1.6024
H  -5.0044  1.0106  -0.3259
H  -2.6198  5.1427  2.2024
H  2.9458  2.8559  -4.2530
H  -0.5367  -2.7100  3.1480
H  -0.0589  2.7382  4.6354
H  0.1563  -1.5130  4.1818
H  -0.5175  -0.5979  -3.7038
H  2.5988  -0.9833  3.0749
H  2.7837  0.9542  1.0334
H  1.0886  6.4857  -1.3745
H  -1.7684  -5.1397  1.3448
H  -4.4120  2.3320  -2.1475
H  -3.8186  -2.4878  0.0294
H  -0.7113  -0.2132  -5.8725
H  0.1939  -1.9517  -4.6429
H  -0.8901  3.6787  1.2949
H  1.9052  -2.5406  2.5463

Atom charges from the Löwdin analysis, given in e for atoms 1 to 4: number 1, P, carries 0.20; number 2, F, carries -0.12; number 3, F, carries -0.16; number 4, F, carries -0.14

Formula: C20H33Cl6NO14
Source: OMol25
Level of theory: ωB97M-V with the def2-TZVPD basis set

Computed properties:
Total charge ... 0
HOMO energy ... -10.9 eV
Structure (SMILES) ... C[C@H]1COC(=O)O1.C[C@H]1COC(=O)O1.C[C@H]1COC(=O)O1.C[C@H]1COC(=O)O1.C[N+](=O)[O-].ClCCl.ClCCl.ClCCl
Calculated total energy ... -4651.107501 hartree
HOMO-LUMO gap ... 10.695 eV
E_LUMO ... -0.23 eV

Positions of all 74 atoms, in Å:
Cl  -0.1875  -2.6190  -4.4373
Cl  -4.2996  -0.0499  -5.4338
Cl  -0.9877  0.1937  3.8245
Cl  -0.1494  -2.7471  -1.5106
Cl  -2.8944  2.3183  -4.2276
Cl  0.7152  2.2319  2.8023
O  -6.8955  2.0117  2.5337
O  2.9541  2.0981  -1.7763
O  0.4767  -2.4644  1.5504
O  -2.2028  1.5351  -1.2710
O  -7.8160  3.0883  4.2920
O  4.4814  -0.8944  3.4734
O  -5.6573  2.5488  4.2480
O  0.9559  3.1999  -1.8337
O  1.2018  -4.5355  2.0782
O  1.8054  2.3611  -3.7120
O  4.9436  -1.1035  1.2247
O  2.6572  -2.9421  1.7228
O  -0.5807  0.3547  -1.9837
O  3.2079  0.0350  1.9486
N  -1.2735  0.7583  -1.0667
C  -0.4873  4.9510  -2.6359
C  3.0154  -0.1066  0.5306
C  2.5606  -6.3828  1.4700
C  3.4884  -4.1215  1.7699
C  -5.2034  1.7510  0.7969
C  -3.5265  0.5735  -4.0255
C  -0.0621  3.4991  -2.8477
C  4.2763  -0.6441  2.3261
C  -0.9091  0.2630  0.2998
C  -5.6312  1.4727  2.2361
C  -4.7471  2.1666  3.2452
C  0.6453  3.1444  -4.1218
C  -6.8955  2.5925  3.7668
C  1.3456  -3.2689  1.7903
C  4.5102  -1.4127  -1.1280
C  2.5050  -5.1395  2.2123
C  1.9817  2.5411  -2.3828
C  0.7537  -2.4297  -2.9651
C  4.3999  -0.4641  0.0398
C  0.7379  0.7165  3.6663
H  -0.9122  2.8733  -2.5554
H  0.0955  2.5238  -4.7913
H  1.5485  -3.1722  -3.0896
H  1.1494  0.9189  4.6410
H  -4.0573  1.4680  3.6987
H  4.0518  -0.9454  -2.0312
H  1.3486  0.0188  3.0627
H  0.0483  0.6773  0.5628
H  -4.2485  0.6452  -3.1848
H  -4.2531  1.2133  0.4716
H  1.1545  -1.4093  -2.8895
H  2.1813  -6.1819  0.4719
H  -5.1492  2.8214  0.5930
H  -5.7143  0.4150  2.4849
H  2.6523  0.8769  0.1923
H  4.3768  -3.8965  2.3444
H  5.5322  -1.6298  -1.3138
H  -0.9081  5.1321  -1.6435
H  -5.9773  1.3611  0.0866
H  2.3300  -0.9645  0.3918
H  1.9343  -7.1406  1.8949
H  1.0164  4.0758  -4.5840
H  -4.2766  3.0683  2.9208
H  0.3724  5.6075  -2.7519
H  3.8273  -4.4113  0.7807
H  -1.2386  5.1135  -3.4311
H  -2.6654  -0.0212  -3.6838
H  4.9500  0.4696  -0.1131
H  -1.6105  0.6359  1.0329
H  2.5437  -5.3181  3.2861
H  -0.8080  -0.8206  0.2007
H  3.9141  -2.3337  -0.8250
H  3.5793  -6.7510  1.2812

Atom charges from the Löwdin analysis, given in e for atoms 1 to 4: number 1, Cl, carries 0.53; number 2, Cl, carries 0.56; number 3, Cl, carries 0.49; number 4, Cl, carries 0.61

Formula: C29H48IrNOP2
Source: OMol25
Level of theory: ωB97M-V with the def2-TZVPD basis set

Computed properties:
Total charge ... +2
HOMO energy (alpha / beta) ... -11.7 / -12.6 eV
Multiplicity ... 7
ΔE to the lowest compared entry with this formula, charge and spin ... 96.3 kcal per mole
Calculated total energy ... -2049.777717 hartree
HOMO-LUMO gap (alpha / beta) ... 5.801 / 3.753 eV
E_LUMO (alpha / beta) ... -5.90 / -8.84 eV

Positions of all 82 atoms, in Å:
Ir  -1.8101  -2.0662  0.6071
P  -3.3118  2.4689  -0.8130
P  -3.7877  -1.0302  -1.0071
O  4.6179  0.7868  0.7556
N  5.2232  1.5046  -0.1824
C  2.1030  -2.0612  2.1454
C  -0.5345  0.8219  -1.2033
C  -0.1038  2.0441  1.9165
C  -0.8594  -4.0169  1.4335
C  5.5815  2.0443  -2.4815
C  -3.8196  -2.3142  -2.3031
C  0.1578  -2.2335  3.7639
C  1.1776  1.3892  1.5292
C  -4.8432  1.6856  -1.4463
C  -1.5154  1.4583  1.5809
C  1.3152  -3.9521  -0.9526
C  -2.7384  3.3727  -2.3733
C  0.8117  -2.4106  2.4655
C  2.4419  -2.5565  0.8291
C  6.1842  2.4093  0.1874
C  6.8774  3.1105  -0.7468
C  0.1161  -2.9005  1.1941
C  -1.3151  -0.1490  -0.3720
C  1.6633  1.1750  0.2819
C  6.6234  2.9278  -2.0993
C  3.0935  -1.3873  3.0040
C  1.3173  -3.1449  0.2797
C  -1.9329  0.1403  0.8679
C  3.8088  -2.4940  0.2749
C  -4.0706  3.9415  0.0036
C  -4.5432  0.3251  -2.0890
C  -5.2111  -1.3723  0.0828
C  4.9278  1.3311  -1.4983
C  0.9441  1.3246  -1.0180
H  -1.9256  -3.5682  1.5918
H  -2.7811  2.6847  -3.2374
H  1.7696  0.9911  2.3556
H  -0.6364  -4.4940  2.3872
H  3.5846  -0.5474  2.4899
H  -4.9875  -2.3504  0.5248
H  3.8964  -2.0876  3.2862
H  -5.2614  2.3910  -2.1785
H  -3.4119  4.2342  -2.5460
H  -3.1187  -2.0196  -3.1113
H  7.6529  3.8248  -0.3981
H  4.4955  -3.1222  0.8676
H  5.3002  1.9003  -3.5220
H  -2.0084  2.2041  0.9401
H  6.3465  2.5045  1.2759
H  3.8448  -2.8745  -0.7495
H  2.6324  -1.0263  3.9334
H  0.7581  -1.5883  4.4420
H  4.1387  0.5951  -1.7342
H  -0.8990  -4.7865  0.6638
H  -4.2217  4.7436  -0.7390
H  -1.1852  1.7289  -1.2807
H  7.1848  3.4566  -2.8560
H  -0.0050  -3.2159  4.2613
H  -3.9187  0.4326  -2.9987
H  0.9318  2.3728  -1.2991
H  -0.0972  3.0875  1.5815
H  -0.8512  -1.7992  3.6005
H  -6.1493  -1.3860  -0.5049
H  -1.5340  -1.0737  -1.0773
H  -3.3985  4.3215  0.7943
H  1.5441  0.7841  -1.7556
H  -5.5074  -0.0665  -2.4756
H  -2.0456  1.4821  2.5443
H  -5.5293  1.6341  -0.5948
H  -4.8373  -2.4060  -2.7178
H  -0.5245  0.3628  -2.2181
H  1.8785  -4.8973  -0.8532
H  -5.0322  3.6723  0.4582
H  1.7404  -3.4114  -1.8168
H  -3.0364  0.1292  0.9523
H  -0.0498  2.1231  3.0044
H  2.6329  0.6622  0.1812
H  0.2696  -4.1996  -1.1792
H  -3.4960  -3.2452  -1.8306
H  -1.7064  3.7314  -2.2239
H  4.2287  -1.4719  0.2843
H  -5.2637  -0.5890  0.8604

Atom charges from the Löwdin analysis, given in e for atoms 1 to 4: number 1, Ir, carries 1.15; number 2, P, carries 0.91; number 3, P, carries 0.88; number 4, O, carries -0.17

> Which of these has the highest calculated total energy?

C5H7NO